Entry from the Open Molecules 2025 dataset: C22H50N3P3STb as an isolated structure at a distorted geometry (ωB97M-V with the def2-TZVPD basis set).

```
! wB97M-V def2-TZVPD RIJCOSX def2/J DEFGRID3
* xyz 3 7
Tb 0.0739 -0.1549 0.1645
P -0.1250 -0.0546 2.8060
P 2.1695 2.0341 0.7719
P -1.8112 -2.1049 -0.1780
H 3.5045 0.9821 -1.9663
C 2.9237 0.2557 -2.5592
C 2.0304 0.7220 -3.4348
H 1.9291 1.8110 -3.5029
C 1.0194 -1.3390 3.4405
C 0.1687 1.2474 4.0272
C -1.7215 -0.7369 3.3721
C 3.1021 2.9446 -0.5084
C 1.6792 3.5745 1.6413
C 3.5608 1.5655 1.9285
C -2.0935 -2.5138 -1.9485
C -3.5771 -1.8237 0.3074
C -1.4995 -3.7815 0.5047
H 2.9448 -0.7580 -2.0840
H 1.2179 0.1191 -3.8415
H 0.8196 -1.4012 4.5135
H 2.0594 -1.0317 3.2912
H 0.8161 -2.3142 2.9810
H 0.0078 0.7610 4.9966
H -0.5512 2.0627 3.9210
H 1.2007 1.6120 3.9830
H -1.6508 -0.7668 4.4644
H -1.8815 -1.7500 2.9914
H -2.5538 -0.0827 3.0917
H 4.0674 3.2813 -0.0961
H 2.4919 3.8147 -0.8332
H 3.2902 2.3843 -1.4398
H 2.5107 3.9389 2.2718
H 0.7791 3.4341 2.2656
H 1.4486 4.3404 0.8766
H 4.2695 2.3993 1.9387
H 4.0466 0.6611 1.5622
H 3.1835 1.3830 2.9352
H -2.0438 -3.6016 -2.0297
H -1.3083 -2.1019 -2.6011
H -3.0887 -2.1584 -2.2818
H -4.1413 -2.7509 0.2160
H -4.0168 -1.0772 -0.3676
H -3.6486 -1.4606 1.3375
H -2.0067 -4.5177 -0.1479
H -1.8945 -3.9064 1.5173
H -0.4368 -4.0409 0.4874
C 2.5460 -4.4114 -2.0709
C 3.0304 -5.5335 -1.3627
C 3.4937 -6.6741 -2.0665
C 3.6093 -6.6529 -3.4529
C 3.4891 -5.4026 -4.1053
C 3.0599 -4.2619 -3.3899
S 1.2787 -3.2816 -1.5286
H 1.5940 -2.4941 -0.3662
H 3.0004 -5.5177 -0.2626
H 3.7911 -7.6000 -1.5462
H 3.8378 -7.5509 -4.0439
H 3.7338 -5.2880 -5.1659
H 3.0556 -3.2428 -3.8344
C -3.2189 2.3031 -2.5259
N -2.9877 3.0284 -1.2694
C -3.9940 4.0649 -0.9592
C -2.0679 2.6203 -0.3793
N -1.3364 1.4800 -0.5953
N -1.8765 3.3632 0.7812
C -1.6911 4.8010 0.7573
C -2.4934 2.8714 2.0023
H -3.9628 2.8775 -3.0601
H -3.6068 1.2911 -2.3374
H -2.2978 2.2689 -3.1194
H -4.4055 3.9402 0.0755
H -3.5617 5.0839 -1.0563
H -4.8054 3.9453 -1.7009
H -1.6366 1.1183 -1.5137
H -2.6268 5.3560 0.9807
H -0.9658 5.0949 1.5308
H -1.2829 5.1388 -0.2013
H -2.3784 1.7696 2.0790
H -2.0094 3.2971 2.8756
H -3.5787 3.0984 2.0460
*
```

- F_max (Eh/bohr) = 0.063
- LUMO level (alpha / beta) (Ha) = -0.405 / -0.336
- E_tot (eV) = -89203.0177



Entry from the Open Molecules 2025 dataset: a 7-piece molecular cluster, C22H50N6O12S overall at a distorted geometry (ωB97M-V with the def2-TZVPD basis set).

```
! wB97M-V def2-TZVPD RIJCOSX def2/J DEFGRID3
* xyz 0 1
C 3.1891 -3.6806 -0.5713
C 1.8196 -2.8940 -1.0870
O 0.7093 -3.0884 -0.1418
C -0.4623 -3.7162 -0.7736
O -0.8908 -4.9259 0.0036
S -2.1875 -5.4707 -1.0162
O -1.8367 -6.3196 -2.2627
O -3.0617 -6.2927 -0.0205
O -2.8336 -3.8859 -1.3141
C -1.8299 -2.8126 -1.0150
O -2.2215 -1.8210 0.0048
H 3.4134 -3.4949 0.5828
H 3.0016 -4.8360 -0.8016
H 4.1392 -3.3937 -1.2331
H 2.0751 -1.7312 -1.1595
H 1.6027 -3.2400 -2.1860
H -0.3245 -4.2025 -1.8513
H -1.5437 -2.1943 -1.9881
H -3.1567 -1.4780 -0.2186
C 1.3300 1.4571 -1.7566
C 1.1183 0.2634 -2.6447
O 1.6570 -0.8183 -2.4249
N 0.2978 0.4052 -3.7252
C -0.4217 1.5815 -4.1517
H 2.0067 1.1899 -0.9399
H 1.7827 2.2728 -2.3269
H 0.3776 1.7767 -1.3250
H 0.2057 -0.4419 -4.2739
H -1.4870 1.3387 -4.1699
H -0.0932 1.8309 -5.1637
H -0.2539 2.4350 -3.4936
C 4.8486 0.2164 -1.8891
C 5.3437 0.2512 -0.4707
O 4.8349 -0.4298 0.4159
N 6.3932 1.0718 -0.1775
C 7.1217 1.9427 -1.0686
H 4.0104 -0.4819 -1.9669
H 4.5000 1.2085 -2.1887
H 5.6451 -0.1249 -2.5558
H 6.6684 1.0398 0.7974
H 8.1720 1.6412 -1.0531
H 7.0360 2.9639 -0.6890
H 6.7461 1.9018 -2.0918
C -3.7762 1.9343 -6.0526
C -3.3505 3.2673 -5.5045
O -2.3547 3.3950 -4.7969
N -4.1071 4.3594 -5.8139
C -5.3016 4.4181 -6.6220
H -3.0764 1.1621 -5.7207
H -4.7730 1.6784 -5.6832
H -3.7698 1.9592 -7.1456
H -3.7565 5.2194 -5.4082
H -5.1134 5.0994 -7.4554
H -6.1085 4.8209 -6.0047
H -5.5923 3.4407 -7.0091
C -3.5170 -4.0892 5.0312
C -3.9606 -5.5153 5.1974
O -4.4014 -5.9428 6.2612
N -3.8632 -6.3471 4.1206
C -3.3768 -6.0405 2.7967
H -3.6545 -3.5511 5.9735
H -2.4567 -4.0551 4.7661
H -4.1180 -3.5970 4.2618
H -4.1812 -7.2904 4.3113
H -4.1800 -6.2464 2.0849
H -2.5321 -6.7008 2.5851
H -3.0604 -5.0014 2.6984
C -7.1716 -0.9243 4.1736
C -5.7129 -0.7424 4.4855
O -4.8304 -1.2744 3.8170
N -5.3774 0.0428 5.5493
C -6.2565 0.7490 6.4502
H -7.2807 -1.5745 3.3009
H -7.6798 -1.3947 5.0198
H -7.6290 0.0417 3.9436
H -4.3771 0.1165 5.6949
H -6.0133 1.8130 6.3961
H -6.0637 0.3881 7.4636
H -7.3095 0.6031 6.2059
C 8.0529 4.8693 3.3479
C 7.7568 4.8720 1.8746
O 7.7364 3.8390 1.2103
N 7.5049 6.0701 1.2730
C 7.4817 7.3828 1.8726
H 8.2325 3.8438 3.6830
H 8.9500 5.4606 3.5508
H 7.1996 5.2692 3.9023
H 7.3144 5.9895 0.2808
H 6.4891 7.8109 1.7121
H 8.2254 8.0008 1.3633
H 7.6990 7.3576 2.9411
*
```

- F_max (Eh/bohr) = 0.124
- LUMO level (Ha) = 0.003
- E_tot (eV) = -67966.6485
- structure (SMILES) = CCO[C@H]1OS(=O)(=O)O[C@H]1O.CNC(C)=O.CNC(C)=O.CNC(C)=O.CNC(C)=O.CNC(C)=O.CNC(C)=O



Entry from the Open Molecules 2025 dataset: a 3-piece molecular cluster, C22H51BO12P2 overall at a distorted geometry (ωB97M-V with the def2-TZVPD basis set).

```
! wB97M-V def2-TZVPD RIJCOSX def2/J DEFGRID3
* xyz -2 1
C -8.2061 -0.0737 2.5651
C -7.3151 0.2772 1.3153
C -6.9126 -1.0637 0.6120
O -5.6244 -1.4287 1.0715
C -5.1214 -2.5210 0.2215
B -3.9860 -1.9113 -0.8081
C -2.5880 -2.8020 -0.7904
C -1.3385 -1.9267 -0.4054
C -0.0655 -2.3073 -1.2424
C 1.0669 -1.2262 -1.1219
C 2.4792 -1.9355 -1.0715
C 3.4920 -1.2849 -2.0548
C 3.9263 0.1653 -1.6309
C 3.9412 1.0425 -2.9149
C 4.8727 2.2803 -2.8337
C 4.6308 3.3443 -3.9708
O 3.6593 2.9592 -4.9250
C 4.2258 2.1405 -5.9552
C -4.5262 -1.7886 -2.3905
O -3.6697 -1.6079 -3.2639
O -5.7508 -1.8860 -2.7000
H -7.9857 0.6421 3.3750
H -9.2858 -0.0341 2.3367
H -7.9100 -1.0811 2.8937
H -7.8124 0.9764 0.6252
H -6.3908 0.7419 1.6924
H -6.9650 -0.9642 -0.4878
H -7.6214 -1.8685 0.9226
H -6.0079 -2.9192 -0.3106
H -4.7235 -3.3385 0.8599
H -3.7227 -0.8013 -0.4202
H -2.4017 -3.3163 -1.7539
H -2.6659 -3.6127 -0.0316
H -1.5408 -0.8466 -0.4888
H -1.0734 -2.1628 0.6441
H 0.3370 -3.2131 -0.7440
H -0.3185 -2.5392 -2.2886
H 1.0209 -0.5288 -1.9738
H 0.9303 -0.7145 -0.1540
H 2.9011 -1.8137 -0.0561
H 2.3443 -2.9917 -1.3509
H 2.9460 -1.1444 -3.0138
H 4.3544 -1.9299 -2.2928
H 3.0903 0.5404 -1.0079
H 4.8830 0.1449 -1.0875
H 2.9026 1.2820 -3.1949
H 4.3293 0.4025 -3.7338
H 5.9107 1.9203 -2.9729
H 4.8004 2.7177 -1.8235
H 5.5784 3.6369 -4.4693
H 4.2444 4.2492 -3.4626
H 5.0828 1.6077 -5.4989
H 3.4803 1.3553 -6.1718
H 4.5115 2.7200 -6.8474
C 7.8229 -5.1547 -2.2792
O 7.5567 -3.7655 -2.5039
P 8.4495 -2.6157 -1.5667
O 7.2851 -1.6877 -1.3520
O 9.3048 -2.1900 -2.9216
C 10.1989 -3.1382 -3.4747
O 9.5650 -1.7965 -0.5588
C 9.8402 -0.4406 -0.8489
H 6.8736 -5.6817 -2.1714
H 8.3602 -5.5681 -3.1381
H 8.4160 -5.3144 -1.3756
H 9.7287 -3.6186 -4.3378
H 10.4777 -3.9065 -2.7462
H 11.1021 -2.6224 -3.8043
H 8.9251 0.1523 -0.8889
H 10.3912 -0.3465 -1.7871
H 10.4713 -0.0546 -0.0449
C -9.2295 4.6673 7.9160
O -8.4058 3.5639 7.5155
P -7.5312 3.7157 6.0338
O -7.7557 2.2998 5.5880
O -6.1237 3.8549 6.8913
C -5.9290 5.0143 7.6822
O -6.7811 4.2803 4.6189
C -5.5999 3.6167 4.1878
H -10.2092 4.2865 8.2097
H -8.7750 5.1704 8.7745
H -9.3640 5.3902 7.1084
H -6.1437 4.7788 8.7288
H -6.5747 5.8385 7.3615
H -4.8887 5.3297 7.5959
H -5.7638 2.5450 4.0762
H -4.7750 3.8028 4.8770
H -5.3307 4.0317 3.2159
*
```

- F_max (Eh/bohr) = 0.133
- LUMO level (Ha) = 0.029
- E_tot (eV) = -67457.9206